# 1
C2H6AlF3O as an isolated structure. Source: the OMol25 dataset; level of theory: ωB97M-V/def2-TZVPD.

Each line ends with the natural charge from an NBO analysis.
Element x y z (Å)
Al: -6.48450 28.06753 -16.04856  1.594
F: -5.36871 29.94481 -17.92645  -0.566
F: -5.55340 26.03514 -14.04850  -0.564
F: -7.40791 30.53182 -14.68855  -0.514
C: -6.23755 24.90481 -19.98938  -0.659
C: -7.36925 25.62382 -19.21301  -0.068
O: -6.99285 26.94264 -18.77904  -0.763
H: -5.93791 25.27026 -20.97160  0.218
H: -6.35777 23.83176 -20.13841  0.233
H: -5.32518 25.06623 -19.41525  0.220
H: -7.67325 25.00332 -18.37000  0.189
H: -8.26539 25.83093 -19.79793  0.179
H: -6.73428 27.44624 -19.55437  0.502

Output
F_max in eV/Å: 2.626
Total charge: 0
HOMO in Ha: -0.4306
Kohn-Sham gap in eV: 4.8992

# 2
A 2-piece molecular cluster, C2H6BClO2 overall. Source: the OMol25 dataset; level of theory: ωB97M-V/def2-TZVPD.

Each line ends with the natural charge from an NBO analysis.
Element x y z (Å)
B: -0.51965 0.34291 -0.46643  0.952
C: 0.61396 -0.15307 1.52615  -0.461
C: 0.71361 0.11780 -1.43244  -0.512
O: -1.40687 -0.72647 -0.20788  -0.913
O: -1.05343 1.57139 -0.23815  -0.886
Cl: 1.40022 -1.25233 -1.89415  0.100
H: -0.36168 -0.05211 1.80143  0.183
H: 1.35513 0.36318 2.08508  0.174
H: 0.96310 -1.05490 1.19342  0.162
H: 1.26892 0.96837 -2.02136  0.218
H: -1.01282 -1.58974 -0.45981  0.487
H: -1.96050 1.46497 0.11414  0.498

Output
F_max in eV/Å: 5.115
Total charge: 0
HOMO (spin up / spin down) in Ha: -0.3385 / -0.3051
Kohn-Sham gap (spin up / spin down) in eV: 8.8693 / 7.7284

# 3
A 2-piece molecular cluster, C2H6BClO2 overall. Source: the OMol25 dataset; level of theory: ωB97M-V/def2-TZVPD.

Each line ends with the natural charge from an NBO analysis.
Element x y z (Å)
B: -0.22854 1.04055 -0.15822  1.082
C: 0.29363 -1.67541 -0.25930  -0.632
C: 0.63845 -0.26796 0.16446  -0.415
O: -1.57154 0.71734 -0.41151  -0.905
O: 0.31584 2.24181 0.01179  -0.889
Cl: 2.36775 -0.00504 0.25716  -0.011
H: 0.72449 -1.83625 -1.31211  0.203
H: -0.67002 -1.89160 -0.48116  0.230
H: 0.61578 -2.38006 0.36689  0.211
H: 0.02123 -0.31152 1.70334  0.128
H: -2.24591 1.33880 -0.16282  0.489
H: -0.26115 3.02935 0.28148  0.508

Output
F_max in eV/Å: 5.628
Total charge: 0
HOMO in Ha: -0.3476
Kohn-Sham gap in eV: 9.5344

# 4
C2H6Br2Si as an isolated structure. Source: the OMol25 dataset; level of theory: ωB97M-V/def2-TZVPD.

Each line ends with the natural charge from an NBO analysis.
Element x y z (Å)
C: 1.63158 1.60015 0.21699  -0.568
C: -0.69477 -1.48216 0.47759  -1.006
Si: -0.93412 -0.13731 -0.76353  0.995
Br: -1.43653 -0.74280 2.06707  0.028
Br: -0.66938 -1.03722 -2.77802  -0.341
H: 0.95323 2.41928 0.34362  0.173
H: 2.20728 1.33045 1.11593  0.181
H: 2.01123 1.48031 -0.72487  0.167
H: 0.36542 -1.70087 0.85117  0.286
H: -1.35797 -2.38570 0.18985  0.259
H: -2.07596 0.65586 -0.99580  -0.174

Output
F_max in eV/Å: 3.032
Total charge: 0
HOMO (spin up / spin down) in Ha: -0.3287 / -0.2843
Kohn-Sham gap (spin up / spin down) in eV: 8.3478 / 7.5961

# 5
A 2-piece molecular cluster, C2H6BrClSi overall. Source: the OMol25 dataset; level of theory: ωB97M-V/def2-TZVPD.

Each line ends with the natural charge from an NBO analysis.
Element x y z (Å)
C: -0.21689 -0.58289 -0.22737  -0.603
C: -1.26134 0.19409 -0.95932  -0.447
Si: 1.18043 1.30846 1.04637  0.952
Cl: 1.81868 2.55807 -0.38048  -0.365
Br: -2.35285 1.28587 0.26070  -0.053
H: 0.48729 -1.06391 -0.89033  0.208
H: -0.60083 -1.23950 0.53856  0.204
H: -0.82866 0.90434 -1.66183  0.217
H: -1.99091 -0.43390 -1.48198  0.215
H: 2.26694 0.49404 1.56788  -0.172
H: 0.31776 1.96902 1.99752  -0.156

Output
F_max in eV/Å: 4.092
Total charge: 0
HOMO in Ha: -0.3198
Kohn-Sham gap in eV: 9.0295

# 6
A 2-piece molecular cluster, C2H6BrO2P overall. Source: the OMol25 dataset; level of theory: ωB97M-V/def2-TZVPD.

Each line ends with the natural charge from an NBO analysis.
Element x y z (Å)
C: 1.39383 -1.14203 1.46067  -0.257
C: -0.51320 1.39345 -1.52078  -0.959
O: -1.66503 0.79106 1.02994  -0.992
O: 0.86900 -1.14172 0.22007  -0.702
P: -1.20506 0.25970 -0.21971  1.785
Br: -2.54908 -1.11948 -1.23886  -0.129
H: 1.84308 -0.19772 1.92167  0.136
H: 2.30712 -1.73440 1.57802  0.187
H: 0.71628 -1.50861 2.32689  0.142
H: -1.36370 1.96708 -1.96290  0.264
H: 0.36536 1.88686 -1.42042  0.265
H: -0.19860 0.54581 -2.17459  0.260

Output
F_max in eV/Å: 5.029
Total charge: 0
HOMO (spin up / spin down) in Ha: -0.3315 / -0.3293
Kohn-Sham gap (spin up / spin down) in eV: 7.4781 / 7.4147

# 7
The molecule C2H6BrO2P. Source: the OMol25 dataset; level of theory: ωB97M-V/def2-TZVPD.

Each line ends with the natural charge from an NBO analysis.
Element x y z (Å)
C: -0.71249 0.89359 1.53240  -0.223
O: 0.30139 -0.23097 1.31125  -0.842
P: 0.91882 -0.62784 -0.05754  2.073
C: -0.32234 -0.58980 -1.42551  -1.045
O: 1.52543 -1.94457 0.09283  -1.054
Br: 2.32780 1.02054 -0.67641  -0.276
H: -1.52858 0.54034 2.05040  0.201
H: -0.90647 1.23508 0.52387  0.188
H: -0.15179 1.65955 2.06440  0.205
H: -1.06569 0.16713 -1.67486  0.254
H: 0.44188 -0.53721 -2.21975  0.255
H: -0.82797 -1.58584 -1.52105  0.265

Output
F_max in eV/Å: 4.585
Total charge: 0
HOMO in Ha: -0.3897
Kohn-Sham gap in eV: 11.1488
SMILES: CO[P@](C)(=O)Br

# 8
An isolated ion of composition C2H6BrOS and charge +1. Source: the OMol25 dataset; level of theory: ωB97M-V/def2-TZVPD.

Each line ends with the Mulliken spin population.
Element x y z (Å)
C: -1.26101 -0.34104 -0.94810  0.103
C: 0.91837 1.02704 0.82439  0.063
O: 1.36293 -0.67612 -1.06677  0.119
S: 0.41380 -0.43446 -0.09674  0.303
Br: 0.19057 -1.99199 1.37908  1.380
H: -1.78692 -0.83130 -0.20996  0.000
H: -1.09123 -1.06407 -1.65114  -0.004
H: -1.82854 0.43580 -1.41764  0.016
H: 1.90968 0.77573 1.13420  -0.005
H: 0.31249 1.13543 1.68262  0.004
H: 0.85987 1.96498 0.37006  0.020

Output
F_max in eV/Å: 9.416
Expectation value of S²: 2.005
Multiplicity: 3
Total charge: +1
HOMO (spin up / spin down) in Ha: -0.4508 / -0.6001
Kohn-Sham gap (spin up / spin down) in eV: 9.0813 / 6.0616